# 1
The following is a DFT calculation (the ωB97M-V functional and the def2-TZVPD basis) of an isolated molecule of C3H5N3O.

Summary:
* calculated total energy: -356.68471 hartree
* ΔE to the lowest compared entry with this formula, charge and spin: 108.4 kcal/mol
* frontier orbital gap: 8.404 eV

CARTESIAN COORDINATES (ANGSTROEM)
O 1.38224 1.84241 0.86438
C 0.57582 1.73875 -0.22876
C -0.02586 0.12717 -0.34233
N 0.86440 -0.09966 -1.16207
N -0.29086 -2.29756 -0.66502
C -1.09393 -1.68279 0.11658
N -1.01507 -0.31414 0.36861
H 2.28083 1.57816 0.61997
H 0.98647 2.14720 -1.15323
H -0.39453 2.19894 -0.01690
H -0.49322 -3.29392 -0.73859
H -1.91438 -2.16506 0.65463

Here are the Löwdin charges for atoms 1 to 2, given in e:
1. O 0.004
2. C -0.156

---

# 2
The following is a DFT calculation (the ωB97M-V functional and the def2-TZVPD basis) of a cluster of 2 separate species, C5H10BrNO4 in total.

Summary:
* calculated total energy: -3126.05107 hartree
* ΔE to the lowest compared entry with this formula, charge and spin: 120.4 kcal/mol
* SMILES: [O-]/[N+](O)=C(\Br)CO.C/C=C\O
* frontier orbital gap: 9.082 eV

CARTESIAN COORDINATES (ANGSTROEM)
C 0.98050 -0.86487 -2.25534
C 1.47609 -1.17773 -0.91067
C -1.54648 0.61645 1.04589
C 2.05972 -0.21269 -0.13409
C -1.18019 1.72797 0.10408
N -0.28144 2.62977 0.28442
O 0.41168 2.66705 1.46409
O 0.01061 3.48078 -0.58411
O -2.87164 0.54568 1.39430
O 2.40091 1.06300 -0.49758
Br -2.14875 1.76710 -1.52304
H 1.47483 -1.59160 -2.82204
H 1.04152 0.10040 -2.70771
H -0.15585 -1.06270 -2.34441
H 1.39020 -2.10400 -0.49552
H 0.80417 3.62027 1.41177
H -1.03695 -0.19352 0.48118
H -0.95707 0.85612 2.04159
H 2.32575 -0.32351 0.90150
H -3.42289 0.33850 0.61635
H 1.96365 1.16059 -1.43566

Here are the Löwdin charges for atoms 1 to 2, given in e:
1. C -0.115
2. C -0.160

---

# 3
The following is a DFT calculation (the ωB97M-V functional and the def2-TZVPD basis) of a cluster of 13 separate species, C30H84N2O11S11 in total.

Summary:
* spin multiplicity: 2
* calculated total energy: -6510.14524 hartree
* net charge: -1
* <S²>: 0.75
* frontier orbital gap (alpha / beta): 1.326 / 8.109 eV

CARTESIAN COORDINATES (ANGSTROEM)
C 0.10223 -1.80710 2.81111
C 0.34089 -0.52937 1.96408
N -0.22098 -0.41900 0.59253
C -0.05453 0.91603 -0.01678
C 1.46008 1.37054 -0.13451
C 0.25136 -1.56938 -0.25027
C -0.52051 -1.77611 -1.51834
H -0.95643 -1.97226 3.01125
H 0.63456 -1.64707 3.74873
H 0.47491 -2.73243 2.37182
H -0.07578 0.39891 2.35496
H 1.42118 -0.39440 1.91062
H -0.51427 0.98081 -1.00295
H -0.65161 1.64952 0.52506
H 1.77063 1.56626 0.89182
H 2.26081 0.83137 -0.64069
H 1.52328 2.36672 -0.57239
H 0.20966 -2.53487 0.25389
H 1.26509 -1.48376 -0.64159
H -0.62661 -0.86134 -2.10147
H -1.52975 -2.10892 -1.27591
H -0.04890 -2.59762 -2.05760
C -3.20868 0.39653 -0.55868
C -3.96884 1.18457 0.42450
N -4.64280 1.79114 1.18038
H -3.94608 -0.10631 -1.18439
H -2.68056 -0.39496 -0.02695
H -2.59119 0.98229 -1.23963
C -0.62533 -0.61219 6.76446
S -1.99923 -1.24153 5.75305
O -3.11827 -1.23872 6.81757
C -2.24828 0.33657 4.81940
H -0.13526 -1.39186 7.34759
H -0.95362 0.20855 7.40220
H 0.17331 -0.19725 6.14957
H -2.51623 1.15125 5.49215
H -3.08938 0.14780 4.15229
H -1.37242 0.61159 4.23175
C 2.00799 0.10846 -3.90794
S 1.63525 -1.11475 -5.30504
O 0.80616 -2.24025 -4.66480
C 0.33460 -0.15506 -6.28723
H 2.42378 1.06169 -4.23440
H 2.72693 -0.32575 -3.21318
H 1.16844 0.42184 -3.28741
H 0.41093 -0.43822 -7.33703
H 0.43801 0.92936 -6.32528
H -0.69975 -0.31785 -5.98439
C 3.82634 -2.95189 0.15755
S 3.96521 -2.58575 1.92083
O 5.24735 -3.34603 2.29558
C 4.51566 -0.82116 1.75714
H 4.78111 -3.36511 -0.16766
H 3.58144 -2.12401 -0.50784
H 3.01099 -3.67463 0.18825
H 3.68880 -0.25926 1.32277
H 5.35422 -0.59917 1.09712
H 4.58794 -0.43401 2.77350
C -4.01290 -1.92657 2.63967
S -4.69367 -3.12940 1.32125
O -4.98047 -2.36993 0.05291
C -3.15846 -3.96284 0.97186
H -3.72682 -2.49137 3.52695
H -4.79774 -1.20796 2.87574
H -3.22967 -1.32136 2.18319
H -2.84728 -4.58543 1.81070
H -2.38145 -3.26241 0.66565
H -3.33091 -4.55090 0.07045
C 0.14188 4.38799 1.74022
S 0.71077 5.05219 0.05452
O -0.01231 4.25835 -1.03635
C -0.19123 6.62114 -0.00160
H -0.82516 3.96161 1.47352
H 0.06999 5.18960 2.47531
H 0.87298 3.66180 2.09553
H -1.26365 6.53599 0.17376
H -0.08145 7.04410 -1.00017
H 0.34580 7.32719 0.63181
C 3.78901 1.79015 5.47660
S 3.72788 2.83134 3.97032
O 3.25805 1.92724 2.84543
C 2.30283 3.91966 4.51138
H 2.83752 1.32329 5.73118
H 4.11505 2.27769 6.39535
H 4.54226 1.01791 5.32055
H 2.61497 4.43896 5.41747
H 1.46421 3.25002 4.70219
H 1.97052 4.69889 3.82548
C -5.82579 -0.95626 -4.77324
S -4.07435 -0.43586 -4.54688
O -4.05642 0.62284 -3.47653
C -3.35047 -2.01886 -3.92094
H -6.49214 -0.10547 -4.63099
H -6.09900 -1.80240 -4.14276
H -5.95780 -1.45151 -5.73522
H -3.84268 -2.29869 -2.98953
H -2.26535 -1.98497 -3.82366
H -3.62760 -2.73270 -4.69666
C -2.06920 -6.97920 -4.72869
S -1.88477 -5.77070 -3.37668
O -2.10588 -6.57305 -2.07998
C -0.00720 -5.78484 -3.55480
H -1.37230 -7.79771 -4.54847
H -1.92506 -6.53323 -5.71278
H -3.10957 -7.30031 -4.67750
H 0.36182 -5.32482 -4.47148
H 0.45299 -6.76562 -3.43480
H 0.39713 -5.23274 -2.70638
C 5.41614 -2.40891 5.53258
S 3.88325 -2.28045 6.61964
O 3.91664 -0.90758 7.33375
C 2.58223 -2.25927 5.25686
H 5.44414 -3.08049 4.67451
H 6.12695 -2.91209 6.18806
H 5.74265 -1.45105 5.12762
H 1.54910 -2.23684 5.60361
H 2.71261 -3.22860 4.77570
H 2.75349 -1.42160 4.58078
C -2.69012 3.56997 -2.62529
S -1.83862 4.30096 -4.09989
O -2.98442 4.85716 -5.01096
C -1.52228 2.63546 -4.86208
H -3.53520 2.93825 -2.89893
H -3.09803 4.45976 -2.14572
H -2.06765 3.02424 -1.91620
H -1.48227 2.65520 -5.95117
H -2.32960 1.95714 -4.58600
H -0.55851 2.21682 -4.57230
C 1.48227 5.86420 -3.75788
S 1.59816 4.04393 -3.73542
O 1.91800 3.65028 -5.19287
C 3.07904 3.74929 -2.64878
H 2.00597 6.28284 -4.61729
H 1.85333 6.26826 -2.81599
H 0.41020 6.04885 -3.82623
H 2.65727 4.03893 -1.68633
H 3.87152 4.41444 -2.99180
H 3.32303 2.68755 -2.68447

Here are the Löwdin charges for atoms 1 to 2, given in e:
1. C -0.063
2. C -0.215

---

# 4
The following is a DFT calculation (the ωB97M-V functional and the def2-TZVPD basis) of a cluster of 15 separate species, C39H116N8O15 in total.

Summary:
* calculated total energy: -3121.71435 hartree
* ΔE to the lowest compared entry with this formula, charge and spin: 102.1 kcal/mol
* frontier orbital gap: 9.381 eV

CARTESIAN COORDINATES (ANGSTROEM)
C -19.79617 -27.42565 -8.64659
C -18.27636 -27.51120 -8.35645
C -17.50529 -26.18807 -8.10376
O -17.24456 -25.58039 -9.35141
C -16.45700 -24.37343 -9.20332
N -18.12143 -28.31585 -7.09193
H -20.19169 -28.37534 -9.00681
H -19.95589 -26.75518 -9.49101
H -20.39800 -27.02567 -7.83056
H -17.84336 -28.07718 -9.18124
H -16.55617 -26.28440 -7.57650
H -18.19454 -25.58613 -7.51157
H -15.91092 -24.18716 -10.12809
H -15.65255 -24.37528 -8.46782
H -17.15650 -23.56608 -8.98655
H -18.72058 -27.91890 -6.38231
H -18.55967 -29.20739 -7.27411
C -17.87371 -17.79031 -11.86261
C -18.54151 -17.34906 -13.17450
C -18.25289 -15.85213 -13.58577
O -18.86952 -14.93176 -12.67369
C -18.27522 -13.64142 -12.73972
N -18.24902 -18.27192 -14.21770
H -18.29712 -17.30556 -10.98293
H -16.83710 -17.45583 -11.82179
H -17.78842 -18.87547 -11.80566
H -19.61107 -17.41109 -12.97382
H -18.64044 -15.53097 -14.55260
H -17.16725 -15.78447 -13.65557
H -18.26139 -13.17732 -13.72589
H -17.21848 -13.80620 -12.52945
H -18.64093 -12.88687 -12.04330
H -18.53654 -19.21595 -14.00266
H -18.84161 -18.07504 -15.01154
C -8.03051 -32.66752 -12.22366
C -8.39449 -31.65899 -11.14318
C -8.98157 -30.38994 -11.82058
O -8.03331 -29.81205 -12.72697
C -8.57921 -28.78713 -13.57382
N -9.44224 -32.16177 -10.25647
H -8.97426 -33.10974 -12.54285
H -7.40464 -33.40074 -11.71497
H -7.47031 -32.22557 -13.04765
H -7.53488 -31.30677 -10.57300
H -9.33222 -29.71226 -11.04218
H -9.88200 -30.71210 -12.34360
H -9.28927 -28.20652 -12.98491
H -9.11234 -29.32985 -14.35443
H -7.78160 -28.18353 -14.00692
H -9.55854 -31.49761 -9.50449
H -9.19945 -33.02238 -9.78687
C -14.67772 -21.27600 -1.75785
C -14.35316 -21.83634 -3.17089
C -14.83924 -23.32244 -3.52053
O -14.47899 -24.34281 -2.57615
C -14.73224 -25.61201 -3.15448
N -14.90792 -20.94380 -4.18338
H -14.16135 -20.36661 -1.45051
H -14.29197 -21.97457 -1.01535
H -15.76164 -21.24397 -1.64748
H -13.27621 -21.73305 -3.30359
H -14.26917 -23.57386 -4.41491
H -15.90028 -23.37143 -3.76525
H -14.54555 -26.35826 -2.38223
H -14.06729 -25.64603 -4.01748
H -15.77957 -25.64832 -3.45430
H -14.53401 -20.02911 -3.97449
H -14.58621 -21.19762 -5.10651
C -2.45237 -28.07681 -10.90645
C -3.90912 -28.54794 -10.85975
C -4.83766 -27.37448 -10.43780
O -4.54308 -26.83246 -9.14866
C -5.44680 -25.77648 -8.78067
N -4.31571 -29.13833 -12.08745
H -2.39240 -27.23131 -11.59175
H -1.86841 -28.91391 -11.28903
H -2.03140 -27.67701 -9.98394
H -3.88648 -29.28312 -10.05532
H -5.87799 -27.69950 -10.42446
H -4.71251 -26.62928 -11.22337
H -5.15560 -24.90379 -9.36522
H -5.49289 -25.57494 -7.71045
H -6.45421 -26.05191 -9.09270
H -4.06893 -28.48212 -12.81449
H -5.32466 -29.15295 -12.13116
C -4.43101 -16.32473 -3.78058
C -5.05051 -16.98643 -5.03767
C -4.91026 -15.96511 -6.25280
O -5.74798 -14.81235 -6.09039
C -7.12352 -15.08657 -6.24686
N -4.34275 -18.17463 -5.34055
H -4.90706 -15.41095 -3.42495
H -3.36135 -16.14181 -3.88288
H -4.55707 -17.01338 -2.94514
H -6.10302 -17.16413 -4.81691
H -4.98655 -16.31536 -7.28216
H -3.85810 -15.70184 -6.14448
H -7.64482 -14.16512 -6.50623
H -7.57704 -15.46979 -5.33276
H -7.28774 -15.91224 -6.93925
H -3.36141 -17.98749 -5.19205
H -4.40134 -18.80564 -4.55410
C -12.62456 -19.49896 -9.73738
C -11.31277 -20.06558 -9.13872
C -10.49801 -20.90529 -10.24013
O -11.11426 -22.07373 -10.70444
C -10.38229 -22.79985 -11.67886
N -10.56092 -18.98085 -8.68487
H -12.40152 -18.94785 -10.65096
H -13.01596 -18.72610 -9.07586
H -13.30380 -20.32332 -9.95456
H -11.52330 -20.77231 -8.33603
H -9.48476 -21.11506 -9.89748
H -10.24661 -20.20230 -11.03430
H -9.49258 -23.32314 -11.32860
H -10.14749 -22.25917 -12.59573
H -11.10541 -23.51569 -12.06971
H -11.03365 -18.63358 -7.86266
H -9.70706 -19.41872 -8.36976
C -7.71433 -28.63305 -5.78390
C -9.25073 -28.49750 -5.65650
C -9.74541 -27.15577 -6.20579
O -9.16752 -25.97648 -5.56523
C -9.47914 -24.73191 -6.19363
N -9.98685 -29.57984 -6.35882
H -7.15609 -27.82991 -5.30280
H -7.46702 -28.57247 -6.84374
H -7.26226 -29.55799 -5.42582
H -9.42478 -28.56506 -4.58261
H -10.80775 -27.06797 -5.97812
H -9.59631 -27.18781 -7.28506
H -9.73263 -24.88337 -7.24287
H -8.54828 -24.16784 -6.13511
H -10.23906 -24.30057 -5.54204
H -9.73070 -30.42289 -5.86511
H -10.97480 -29.40113 -6.24874
C -13.21478 -26.77298 -10.78602
O -14.27709 -26.95165 -11.76702
H -12.31112 -27.25050 -11.16480
H -12.95381 -25.72972 -10.60825
H -13.50338 -27.18091 -9.81731
H -15.00047 -26.46352 -11.36695
C -7.70101 -15.52537 -11.01776
O -8.79559 -16.26901 -11.36626
H -7.90616 -14.85538 -10.18281
H -6.80208 -16.08514 -10.75957
H -7.36705 -14.91978 -11.86028
H -9.06432 -16.82265 -10.62947
C -10.84014 -13.00513 -13.65559
O -11.74255 -13.92968 -13.14823
H -10.40162 -13.25828 -14.62084
H -11.21358 -11.98535 -13.74881
H -9.98135 -12.93693 -12.98781
H -11.25108 -14.74428 -13.01982
C -14.83135 -21.42479 -14.70169
O -14.80858 -20.08907 -15.10966
H -14.03638 -21.70549 -14.01080
H -15.77341 -21.72350 -14.24192
H -14.84113 -22.03327 -15.60599
H -15.60349 -19.76753 -14.67800
C -12.35441 -16.11375 -3.75893
O -12.82013 -16.43173 -5.09479
H -11.34910 -15.69449 -3.71816
H -12.99395 -15.32409 -3.36455
H -12.38241 -16.96979 -3.08476
H -12.88353 -15.57709 -5.52744
C -4.93779 -20.35039 -9.22058
O -5.85934 -20.51706 -8.13656
H -5.15249 -21.02610 -10.04848
H -4.91933 -19.32694 -9.59516
H -3.93167 -20.55735 -8.85590
H -5.52417 -20.13385 -7.32268
C -12.25982 -13.47135 -8.54790
O -12.68378 -13.43081 -7.20177
H -12.36925 -14.49178 -8.91514
H -12.84112 -12.92496 -9.29063
H -11.21006 -13.24236 -8.73140
H -12.61122 -12.51246 -6.93163

Here are the Löwdin charges for atoms 1 to 2, given in e:
1. C -0.073
2. C -0.380

---

> What is the calculated total energy in the second record?

-3126.05107 hartree